1.
Entry from OMol25: C5H8N2 in the gas phase at a distorted geometry (ωB97M-V/def2-TZVPD).

Each line ends with the Löwdin charge.
Positions of all 15 atoms, in Å:
1 C 2.250149 -0.570015 -0.156665  -0.074
2 C 1.212437 0.533176 0.184751  -0.240
3 C -0.120491 0.118163 0.074591  -0.412
4 C -1.959098 -1.089203 -0.006569  -0.208
5 C -2.300963 0.145692 -0.103275  -0.189
6 H 2.156306 -0.742866 -1.065814  -0.056
7 H 1.997617 -1.442978 0.669781  0.140
8 H 3.442145 -0.046590 -0.200312  0.151
9 H 1.226633 1.437528 -0.497132  0.131
10 H 1.130720 0.910228 1.222434  0.130
11 H -2.597569 -1.796897 0.233112  0.051
12 H -3.535440 0.625722 -0.204733  0.184
13 H -1.127988 2.092633 -0.205962  0.210
14 N -0.582129 -1.175017 0.053095  0.111
15 N -1.192336 1.000430 0.002694  0.069

Atomic forces in eV per Å
2.8 3.0 10.1
1.9 2.0 -0.2
-5.1 -3.9 -1.2
4.0 0.7 -0.3
-6.0 6.8 -0.5
-1.3 -2.7 -8.1
1.4 2.0 -2.7
-3.4 -1.8 1.0
0.8 -0.7 0.7
1.5 0.1 -0.2
-2.6 -3.9 0.4
4.3 -1.5 0.5
-0.4 -3.6 0.7
1.6 2.3 0.6
0.4 1.2 -1.0

Computed properties:
HOMO energy (Eh): -0.313
LUMO level (eV): 0.78
SMILES: CCc1ncc[nH]1
HOMO-LUMO gap (eV): 9.3

***

2.
Entry from OMol25: 2 unconnected molecules or ions with the total composition C5H8N2 at a distorted geometry (ωB97M-V/def2-TZVPD).

Each line ends with the Löwdin charge.
Positions of all 15 atoms, in Å:
1 C -1.555907 1.953787 -1.170430  -0.106
2 C 0.256572 0.366417 1.512929  -0.100
3 C 0.960732 1.517094 0.780056  -0.062
4 C -0.565018 -1.513158 -0.630995  -0.058
5 C 0.022021 -0.178745 -0.921709  -0.171
6 N -2.549772 1.597325 -1.646581  0.064
7 N 0.413668 0.512751 0.093686  -0.225
8 H 0.826052 -0.438355 1.945363  0.096
9 H -0.700857 0.324222 1.896707  0.076
10 H -0.501908 2.124537 -0.965453  0.036
11 H 2.024745 1.636704 0.826972  0.069
12 H -1.562607 -1.556171 -0.981999  0.060
13 H -0.473348 -1.699114 0.512138  0.106
14 H 0.032021 -2.286131 -1.071676  0.067
15 H 0.382946 -0.065554 -1.985245  0.148

Atomic forces in eV per Å
-0.6 -0.6 -1.5
2.3 0.3 -0.6
-1.0 0.6 0.9
0.6 0.2 2.6
1.4 -1.0 -0.7
0.8 0.7 0.9
0.4 -1.6 -1.1
0.6 -0.4 -0.1
-2.1 0.9 0.7
-0.8 0.7 0.5
0.3 0.1 -0.2
-1.2 -0.4 -0.2
-0.7 0.2 -2.0
0.2 -0.5 -0.5
-0.3 0.7 1.4

Computed properties:
HOMO energy (Eh): -0.287
LUMO level (eV): 0.79
HOMO-LUMO gap (eV): 8.6

***

Copy entry 2 word for word.
Entry from OMol25: 2 unconnected molecules or ions with the total composition C5H8N2 at a distorted geometry (ωB97M-V/def2-TZVPD).

Each line ends with the Löwdin charge.
Positions of all 15 atoms, in Å:
1 C -1.555907 1.953787 -1.170430  -0.106
2 C 0.256572 0.366417 1.512929  -0.100
3 C 0.960732 1.517094 0.780056  -0.062
4 C -0.565018 -1.513158 -0.630995  -0.058
5 C 0.022021 -0.178745 -0.921709  -0.171
6 N -2.549772 1.597325 -1.646581  0.064
7 N 0.413668 0.512751 0.093686  -0.225
8 H 0.826052 -0.438355 1.945363  0.096
9 H -0.700857 0.324222 1.896707  0.076
10 H -0.501908 2.124537 -0.965453  0.036
11 H 2.024745 1.636704 0.826972  0.069
12 H -1.562607 -1.556171 -0.981999  0.060
13 H -0.473348 -1.699114 0.512138  0.106
14 H 0.032021 -2.286131 -1.071676  0.067
15 H 0.382946 -0.065554 -1.985245  0.148

Atomic forces in eV per Å
-0.6 -0.6 -1.5
2.3 0.3 -0.6
-1.0 0.6 0.9
0.6 0.2 2.6
1.4 -1.0 -0.7
0.8 0.7 0.9
0.4 -1.6 -1.1
0.6 -0.4 -0.1
-2.1 0.9 0.7
-0.8 0.7 0.5
0.3 0.1 -0.2
-1.2 -0.4 -0.2
-0.7 0.2 -2.0
0.2 -0.5 -0.5
-0.3 0.7 1.4

Computed properties:
HOMO energy (Eh): -0.287
LUMO level (eV): 0.79
HOMO-LUMO gap (eV): 8.6

***

- Which formula does entry 2 have?
  C5H8N2